1.
Entry from OMol25: 4 unconnected molecules or ions with the total composition C40H65N2O16P3S in a non-equilibrium geometry (ωB97M-V with the def2-TZVPD basis set).

Frontier orbital gap, eV: 7.34
HOMO, eV: -8.966
Energy above the lowest of the compared OMol25 structures with the same formula, charge and spin, kJ/mol: 0.00
Max |F|, hartree/bohr: 0.152
Calculated total energy, Eh: -4298.58980
E_LUMO, Eh: -0.0598

Structure (XYZ):
```
127
Properties=species:S:1:pos:R:3:forces:R:3
C 4.624 -3.551 4.753 0.4 0.2 0.6
O 5.563 -3.038 3.819 -0.9 -0.6 -0.1
C 4.971 -2.647 2.579 1.0 0.7 -0.2
C 5.320 -1.155 2.295 -0.5 -0.2 -0.8
C 4.059 -0.240 2.152 0.7 -0.4 1.0
C 3.806 0.646 3.408 -0.9 0.4 -1.4
C 2.348 1.228 3.343 0.9 0.0 0.3
C 1.368 0.498 4.283 -0.4 -0.1 -0.5
C -0.062 1.154 4.298 0.7 0.2 -0.3
C -1.049 0.384 3.428 0.3 0.2 0.0
C -0.732 0.304 2.053 -0.1 0.0 0.0
C -1.540 -0.396 1.187 -0.6 -0.6 -0.7
C -2.728 -1.018 1.642 0.4 -0.1 -0.4
C -3.034 -0.940 2.981 -0.2 0.4 0.6
C -2.200 -0.257 3.903 -0.5 0.3 -0.3
C -2.600 -0.264 5.388 1.0 -1.6 -0.8
C -2.748 -1.761 5.838 -0.1 0.6 0.9
C -1.387 -2.484 6.023 -1.0 -0.2 -0.4
C -0.794 -3.133 4.740 0.6 0.0 0.6
C -0.876 -4.695 4.696 0.0 0.5 -1.1
C 0.382 -5.274 3.980 0.1 0.1 0.3
C 1.419 -5.981 4.892 -1.2 -0.6 -0.6
S 2.063 -5.009 6.293 0.2 0.1 0.3
C 0.809 -4.905 7.518 -1.6 -0.1 0.8
N 0.470 -3.901 8.276 1.2 0.6 -1.0
N -0.574 -4.278 9.048 -1.0 -0.6 0.9
C -0.868 -5.514 8.769 1.3 1.9 -0.2
O -0.011 -5.944 7.823 0.0 -2.1 -0.9
C -3.576 -1.768 0.620 0.2 0.1 0.1
O -4.784 -1.701 0.596 0.4 -0.4 0.2
C -2.749 -2.567 -0.382 0.2 0.9 0.4
C -3.120 -3.824 -0.828 -0.5 -0.3 0.0
C -2.304 -4.532 -1.716 0.1 0.7 0.4
C -1.109 -3.933 -2.127 -0.3 -0.6 -0.2
C -0.744 -2.651 -1.707 0.2 -0.2 -0.2
C -1.561 -1.952 -0.828 -0.2 0.0 0.2
C -1.237 -0.562 -0.288 -0.1 -0.2 0.3
O -0.812 0.341 -0.979 0.2 -0.5 0.3
H 3.736 -4.003 4.282 0.3 0.2 0.0
H 4.322 -2.732 5.433 -0.2 -0.4 -0.2
H 5.111 -4.321 5.376 -0.1 0.3 -0.3
H 5.421 -3.288 1.799 -0.3 0.2 0.2
H 3.876 -2.768 2.553 0.3 -0.2 0.3
H 6.012 -0.798 3.072 -0.3 -0.1 -0.2
H 5.863 -1.100 1.334 -0.1 -0.1 0.4
H 4.221 0.389 1.263 -0.5 0.0 0.3
H 3.167 -0.877 2.006 0.3 0.3 -0.2
H 3.954 0.096 4.348 0.2 0.2 -0.3
H 4.476 1.514 3.298 0.1 -0.5 0.6
H 2.050 1.173 2.284 -0.2 0.1 0.4
H 2.420 2.304 3.582 -0.4 -0.4 0.1
H 1.802 0.434 5.295 -0.2 0.1 -0.3
H 1.239 -0.541 3.920 0.2 0.3 0.3
H -0.396 1.318 5.328 0.0 -0.2 -0.4
H 0.072 2.156 3.851 -0.3 -0.3 0.2
H 0.154 0.791 1.639 -0.3 0.0 0.3
H -3.943 -1.409 3.371 0.3 0.2 -0.3
H -1.723 0.097 5.942 -0.7 0.3 0.1
H -3.512 0.307 5.596 0.3 0.0 -0.1
H -3.432 -2.332 5.192 0.3 0.2 0.1
H -3.229 -1.718 6.834 0.1 -0.1 -0.4
H -0.699 -1.774 6.509 0.0 -0.4 -0.2
H -1.571 -3.305 6.735 0.2 0.4 -0.1
H 0.270 -2.833 4.692 -0.4 -0.2 0.0
H -1.242 -2.762 3.805 0.1 0.1 0.4
H -1.100 -5.158 5.668 0.3 0.2 -0.2
H -1.733 -4.934 4.039 0.2 -0.1 0.5
H 0.049 -5.967 3.188 0.4 0.0 0.4
H 0.908 -4.454 3.459 -0.3 -0.2 0.1
H 2.295 -6.250 4.278 -0.1 0.3 0.5
H 0.988 -6.943 5.216 0.3 0.4 0.3
H -1.644 -6.110 9.234 0.3 -0.1 -0.5
H -4.065 -4.233 -0.458 0.3 0.1 -0.2
H -2.594 -5.524 -2.067 0.2 0.3 0.1
H -0.482 -4.530 -2.794 0.0 0.5 0.2
H 0.200 -2.239 -2.064 -0.3 0.1 0.2
C -0.143 -1.863 -8.816 -0.3 -0.5 -0.2
O 0.533 -1.238 -7.730 2.4 1.2 2.3
P -0.348 -1.005 -6.329 -7.1 -1.6 -2.6
O -1.197 -2.231 -6.338 0.9 0.2 0.3
O -1.124 0.292 -6.954 0.8 0.2 0.3
C -0.343 1.349 -7.532 -0.2 0.1 0.0
O -0.721 -0.515 -4.752 3.5 0.0 -0.6
C 0.379 -0.080 -3.928 -0.1 0.3 0.2
H 0.447 -1.672 -9.713 0.2 0.1 0.2
H -0.200 -2.938 -8.658 -0.2 0.0 0.1
H -1.141 -1.445 -8.949 0.0 -0.1 0.1
H -0.395 1.282 -8.619 0.1 0.0 0.0
H 0.701 1.302 -7.219 0.0 0.1 -0.1
H -0.762 2.305 -7.215 0.0 0.0 0.0
H 0.891 0.772 -4.387 0.0 0.0 0.1
H 1.087 -0.900 -3.783 0.1 0.1 0.0
H -0.018 0.223 -2.959 0.0 -0.1 -0.2
C -3.926 2.914 -7.637 0.2 -0.4 0.6
O -3.731 3.819 -8.722 0.5 1.5 -3.2
P -3.060 5.300 -8.349 -0.5 -0.4 7.8
O -2.114 4.904 -7.265 0.1 0.0 -1.0
O -4.477 5.869 -7.759 0.1 0.1 -0.9
C -5.653 5.765 -8.572 -0.1 0.0 0.2
O -2.473 6.875 -8.560 -0.3 -1.7 -3.1
C -2.289 7.324 -9.916 0.0 0.2 0.0
H -4.619 2.142 -7.971 0.0 0.2 -0.3
H -2.988 2.438 -7.367 0.0 0.1 0.1
H -4.356 3.420 -6.773 0.1 0.1 0.0
H -6.275 4.949 -8.206 0.0 0.0 -0.1
H -5.412 5.586 -9.621 -0.1 0.0 0.0
H -6.210 6.698 -8.495 0.1 0.0 0.1
H -3.234 7.290 -10.465 0.1 0.1 -0.1
H -1.546 6.705 -10.424 0.0 0.1 -0.1
H -1.934 8.352 -9.891 0.0 0.0 0.1
C 1.832 7.346 0.741 -0.3 0.3 0.4
O 1.928 6.308 -0.229 0.1 -2.0 -3.0
P 1.742 4.744 0.322 0.3 1.3 7.6
O 0.723 4.951 1.390 0.0 -0.2 -0.9
O 3.267 4.705 0.924 0.0 -0.2 -0.9
C 4.354 5.070 0.065 0.1 0.0 0.2
O 1.669 3.053 0.303 -0.2 1.3 -3.3
C 1.636 2.408 -0.987 0.1 -0.1 0.0
H 2.262 8.243 0.294 0.0 -0.2 -0.2
H 0.790 7.543 0.983 0.0 -0.1 0.1
H 2.390 7.094 1.643 -0.1 -0.1 0.0
H 4.695 6.074 0.319 0.0 0.0 -0.1
H 4.070 5.047 -0.988 0.1 0.1 0.0
H 5.171 4.367 0.223 -0.1 0.0 0.1
H 2.528 2.664 -1.567 0.0 -0.1 0.0
H 0.740 2.705 -1.535 0.0 -0.2 0.0
H 1.612 1.333 -0.829 0.0 0.1 0.1
```
Forces are in eV/Å.

Atomic partial charges in e from the Löwdin method, atoms 1 to 2: number 1, C, carries -0.144; number 2, O, carries -0.196


2.
Entry from OMol25: 8 unconnected molecules or ions with the total composition C40H68N2O14S7 in a non-equilibrium geometry (ωB97M-V with the def2-TZVPD basis set).

Frontier orbital gap, eV: 8.33
HOMO, eV: -7.872
Max |F|, hartree/bohr: 0.133
Calculated total energy, Eh: -5514.81084
E_LUMO, Eh: 0.0170

Structure (XYZ):
```
131
Properties=species:S:1:pos:R:3:forces:R:3
C -8.444 -5.823 1.054 1.0 0.5 0.4
C -7.236 -6.022 2.117 1.5 -0.5 1.4
C -7.555 -6.187 3.646 3.6 -0.1 -0.8
C -6.405 -6.381 4.686 1.7 0.6 -3.9
C -4.942 -6.432 4.142 -2.0 0.6 -2.7
C -4.601 -6.253 2.601 -3.5 -0.2 0.3
C -3.117 -6.251 2.002 -0.5 -0.1 0.0
C -2.406 -4.807 2.108 0.2 1.0 1.3
C -2.841 -3.980 3.435 -1.8 0.9 3.3
N -3.264 -3.416 4.425 2.6 -3.1 -5.5
C -2.711 -3.829 0.842 0.0 1.0 1.4
C -2.916 -2.334 1.443 -0.8 3.2 -0.9
N -3.139 -1.176 1.705 1.2 -5.9 -1.3
C -5.778 -6.061 1.556 -0.5 -0.4 4.6
H -8.205 -4.872 0.434 -0.4 -1.7 0.9
H -9.441 -5.629 1.583 1.5 -0.4 -0.8
H -8.513 -6.713 0.325 0.1 1.4 1.3
H -8.632 -6.180 4.046 1.8 0.1 -1.0
H -6.541 -6.487 5.833 0.0 0.5 -2.8
H -4.032 -6.583 4.824 -1.7 0.3 -1.0
H -2.424 -7.059 2.456 -1.3 1.4 -0.4
H -3.184 -6.514 0.871 0.1 0.5 1.9
H -1.262 -4.965 2.228 -2.0 0.5 -0.4
H -3.684 -4.106 0.305 1.4 0.4 0.9
H -1.770 -3.842 0.170 -2.1 0.2 1.1
H -5.575 -5.961 0.420 -0.4 -0.2 2.2
C 1.428 -0.279 -1.916 -0.2 0.2 -0.2
C 0.031 0.203 -1.516 0.1 0.1 0.0
C -0.883 -1.023 -1.474 -0.5 0.4 0.0
S 0.170 -2.416 -1.087 0.5 0.6 -0.3
O 0.189 -3.309 -2.224 -0.2 -0.2 0.4
O -0.125 -2.879 0.254 0.4 -0.3 -0.2
C 1.702 -1.505 -1.057 0.4 0.3 0.0
H 2.183 0.495 -1.763 -0.4 -0.4 -0.1
H 1.434 -0.554 -2.976 0.1 0.0 0.1
H 0.075 0.664 -0.524 0.0 -0.1 -0.1
H -0.351 0.955 -2.211 0.0 -0.1 0.1
H -1.652 -0.925 -0.705 0.0 -0.2 -0.1
H -1.348 -1.210 -2.443 0.1 -0.1 0.1
H 2.512 -2.126 -1.440 -0.2 -0.1 0.1
H 1.903 -1.223 -0.020 -0.1 -0.1 0.0
C 6.944 2.207 -2.462 0.0 0.0 0.2
C 7.329 0.828 -3.000 0.3 0.1 -0.1
C 6.124 -0.093 -2.807 0.4 -0.5 0.1
S 4.679 0.962 -2.852 0.8 0.8 -0.7
O 4.052 0.939 -1.546 0.1 -0.1 0.1
O 3.939 0.706 -4.068 -0.4 -0.2 0.6
C 5.562 2.500 -3.027 0.1 0.2 -0.1
H 7.666 2.972 -2.753 -0.1 0.0 0.0
H 6.903 2.178 -1.367 0.0 0.1 -0.1
H 7.567 0.906 -4.066 0.0 0.0 0.1
H 8.214 0.430 -2.496 -0.1 0.0 -0.1
H 6.054 -0.836 -3.602 -0.2 0.0 0.1
H 6.150 -0.589 -1.835 -0.1 0.1 -0.1
H 5.039 3.294 -2.493 0.0 -0.3 -0.2
H 5.615 2.735 -4.092 -0.1 -0.1 0.1
C -5.260 -10.365 8.457 0.1 0.0 0.2
C -6.704 -10.783 8.737 0.0 -0.3 0.0
C -7.547 -9.508 8.795 -0.3 -0.4 0.4
S -6.721 -8.313 7.751 0.0 -0.3 0.0
O -6.243 -7.231 8.581 -0.2 0.0 -0.4
O -7.515 -8.084 6.567 -0.2 -0.1 0.7
C -5.334 -9.351 7.324 0.4 -0.3 -0.1
H -4.635 -11.220 8.190 0.0 0.1 0.0
H -4.831 -9.898 9.350 0.0 0.0 -0.1
H -7.061 -11.424 7.924 0.0 0.1 0.1
H -6.787 -11.354 9.665 0.0 0.1 -0.1
H -8.558 -9.677 8.422 0.1 0.2 0.0
H -7.588 -9.101 9.808 0.0 0.1 -0.2
H -4.432 -8.747 7.228 -0.2 0.1 0.0
H -5.563 -9.838 6.373 0.0 0.1 0.0
C -8.877 -0.386 -0.424 0.0 0.1 -0.2
C -10.273 0.093 -0.021 0.0 0.2 0.1
C -11.188 -1.133 0.012 -0.4 0.5 -0.1
S -10.136 -2.531 0.387 0.1 0.0 0.3
O -10.118 -3.413 -0.758 -0.1 0.0 0.3
O -10.431 -3.004 1.721 0.0 -0.2 -0.5
C -8.603 -1.621 0.425 0.4 0.3 0.0
H -8.122 0.386 -0.265 -0.1 -0.1 0.0
H -8.871 -0.653 -1.486 0.0 0.0 0.1
H -10.229 0.546 0.975 0.0 -0.1 -0.1
H -10.655 0.851 -0.709 0.0 -0.1 0.1
H -11.956 -1.042 0.781 0.1 -0.2 -0.1
H -11.653 -1.311 -0.960 0.1 -0.1 0.1
H -7.793 -2.238 0.036 -0.1 -0.1 0.1
H -8.402 -1.347 1.463 0.0 -0.1 -0.1
C 4.514 8.326 -4.042 -0.1 0.1 -0.1
C 3.292 7.412 -4.145 -0.2 0.1 0.2
C 3.587 6.372 -5.228 -0.6 0.0 0.0
S 5.365 6.172 -5.257 0.2 0.2 0.4
O 5.862 6.649 -6.528 0.1 -0.3 0.1
O 5.706 4.866 -4.735 0.1 0.2 -0.5
C 5.722 7.399 -4.014 -0.1 0.6 0.2
H 4.473 8.958 -3.153 0.0 -0.1 -0.1
H 4.562 8.979 -4.920 0.0 0.0 0.1
H 3.131 6.909 -3.186 0.0 0.0 -0.1
H 2.384 7.974 -4.376 0.1 -0.1 0.0
H 3.119 5.413 -5.004 0.2 0.0 -0.2
H 3.270 6.719 -6.213 0.2 -0.1 0.0
H 6.658 7.905 -4.250 -0.4 -0.4 0.0
H 5.803 6.888 -3.052 0.1 0.0 -0.1
C 3.322 3.922 2.771 -0.2 0.0 0.1
C 2.812 2.691 2.019 0.0 -0.2 0.2
C 2.461 3.135 0.598 -0.4 -0.5 0.0
S 3.516 4.532 0.235 0.0 -0.2 0.2
O 2.690 5.708 0.083 0.3 -0.1 -0.3
O 4.495 4.144 -0.758 -0.3 0.6 0.1
C 4.310 4.600 1.831 0.2 0.1 0.5
H 3.791 3.652 3.719 0.0 0.1 -0.1
H 2.486 4.596 2.986 0.1 0.0 0.0
H 3.601 1.933 1.983 -0.1 0.1 0.0
H 1.949 2.243 2.516 0.1 0.0 -0.1
H 2.647 2.343 -0.129 0.1 0.2 -0.1
H 1.423 3.469 0.528 0.1 0.1 0.0
H 4.517 5.636 2.100 0.0 0.0 -0.2
H 5.242 4.034 1.765 -0.1 0.1 -0.1
C 11.566 8.408 -5.024 0.1 -0.1 -0.1
C 10.822 9.249 -6.062 0.2 0.2 -0.1
C 9.324 9.031 -5.841 0.0 0.1 -0.6
S 9.127 8.637 -4.107 0.4 0.3 0.1
O 8.658 7.275 -3.994 0.2 0.2 0.2
O 8.469 9.739 -3.439 -0.2 -0.5 0.0
C 10.864 8.671 -3.699 0.5 -0.1 0.1
H 12.626 8.669 -4.975 -0.1 0.0 0.0
H 11.491 7.347 -5.285 0.0 0.1 0.1
H 11.066 10.307 -5.917 0.0 -0.1 0.0
H 11.112 8.983 -7.081 -0.1 0.0 0.1
H 8.748 9.927 -6.075 -0.1 -0.2 0.1
H 8.952 8.186 -6.423 -0.1 0.0 0.2
H 11.082 7.919 -2.940 -0.2 0.1 0.0
H 11.098 9.668 -3.319 -0.1 -0.1 0.0
```
Forces are in eV/Å.

Atomic partial charges in e from the Löwdin method, atoms 1 to 2: number 1, C, carries -0.098; number 2, C, carries -0.196


3.
Entry from OMol25: 8 unconnected molecules or ions with the total composition C40H68N4O4 in a non-equilibrium geometry (ωB97M-V with the def2-TZVPD basis set).

Frontier orbital gap, eV: 9.52
HOMO, eV: -8.944
Max |F|, hartree/bohr: 0.090
Calculated total energy, Eh: -2084.67912
E_LUMO, Eh: 0.0212

Structure (XYZ):
```
116
Properties=species:S:1:pos:R:3:forces:R:3
C 3.702 -6.657 -3.547 -0.3 -0.6 1.4
C 3.135 -8.079 -3.526 0.6 -0.2 -1.7
C 1.754 -8.188 -4.220 -0.2 -0.2 0.2
O 1.264 -9.529 -4.490 0.7 0.4 -0.3
C 1.334 -10.454 -3.409 0.3 1.1 0.1
N 4.074 -8.949 -4.242 -0.4 -0.7 0.4
H 3.652 -6.124 -4.496 -0.6 0.0 0.2
H 4.755 -6.651 -3.266 0.1 -0.4 0.0
H 3.217 -6.235 -2.667 -0.2 1.2 -0.5
H 3.044 -8.437 -2.501 0.0 0.1 0.2
H 1.794 -7.720 -5.204 0.2 -0.1 -0.1
H 1.022 -7.609 -3.657 -0.3 -0.1 0.3
H 0.786 -9.971 -2.600 -0.1 -0.6 0.5
H 2.369 -10.618 -3.109 0.1 0.0 0.2
H 0.937 -11.431 -3.688 -0.3 0.4 -0.2
H 4.697 -8.457 -4.866 -0.2 0.1 -0.1
H 3.472 -9.571 -4.761 0.5 -0.4 -0.5
C 5.931 6.767 -7.003 -1.2 0.5 1.3
C 4.558 6.275 -7.556 1.8 -1.2 -1.0
C 3.301 7.006 -7.009 0.4 0.5 -1.1
O 3.189 7.021 -5.595 -0.1 -0.8 -1.3
C 2.759 5.716 -5.157 0.4 1.3 1.4
N 4.686 6.250 -9.044 -1.8 0.9 0.1
H 5.973 6.671 -5.918 0.0 -0.3 0.2
H 6.012 7.848 -7.114 0.1 0.1 -0.5
H 6.809 6.272 -7.419 -0.3 -0.1 -0.2
H 4.449 5.214 -7.331 0.1 -0.1 0.4
H 2.349 6.656 -7.408 0.2 -0.8 -0.3
H 3.322 8.001 -7.456 0.3 0.6 0.7
H 3.508 4.957 -5.382 -0.1 -0.1 0.1
H 1.759 5.397 -5.451 0.0 0.3 -0.7
H 2.682 5.928 -4.091 0.2 -0.8 0.2
H 4.732 7.178 -9.441 0.1 0.1 0.0
H 5.395 5.689 -9.493 0.1 -0.2 0.8
C -6.651 3.883 -6.792 0.2 -1.4 -1.2
C -8.165 3.714 -6.905 0.2 2.0 1.7
C -8.657 2.538 -6.072 -0.1 -0.1 -1.3
O -8.582 2.772 -4.684 0.1 -1.1 0.1
C -8.983 1.584 -3.991 -0.1 0.1 0.0
N -8.701 4.965 -6.263 0.3 -0.9 -0.8
H -6.317 3.114 -7.489 0.8 -0.2 0.1
H -6.288 3.621 -5.798 -0.1 0.1 0.1
H -6.187 4.812 -7.122 -0.6 0.2 0.1
H -8.553 3.585 -7.915 0.3 0.1 -0.1
H -8.131 1.635 -6.384 0.3 -0.3 0.3
H -9.673 2.416 -6.447 -0.6 -0.3 0.6
H -9.953 1.260 -4.368 -0.3 0.1 0.2
H -9.005 1.754 -2.915 -0.2 0.4 -0.2
H -8.332 0.722 -4.136 0.5 0.2 -0.3
H -8.362 4.731 -5.340 -0.3 1.0 0.7
H -9.707 4.901 -6.210 -0.4 0.0 0.1
C 3.741 6.707 7.024 -0.3 -0.6 -0.6
C 2.245 6.943 7.274 -0.8 -0.9 -0.1
C 1.326 5.667 7.153 0.9 -0.3 -0.3
O 1.361 5.193 5.802 1.2 0.6 0.6
C 0.610 4.037 5.545 -0.4 0.7 -0.1
N 2.047 7.644 8.587 0.4 -0.8 -1.3
H 4.295 7.615 7.259 0.1 -0.2 0.4
H 3.962 6.512 5.975 -0.4 0.2 -0.3
H 4.118 5.796 7.488 0.1 0.3 0.7
H 1.908 7.535 6.424 -0.2 0.4 0.1
H 0.283 5.808 7.435 -0.2 0.7 0.1
H 1.651 4.862 7.813 0.5 -0.1 0.2
H -0.429 4.352 5.638 -0.5 -0.5 -0.2
H 0.780 3.193 6.214 0.3 0.0 0.2
H 0.853 3.753 4.521 -0.2 -0.1 0.1
H 1.094 7.530 8.900 -0.2 0.2 0.0
H 2.193 8.612 8.340 -0.1 0.3 0.5
C -7.032 -0.057 10.454 -0.5 -0.2 0.5
C -7.306 -0.620 9.229 0.0 -0.1 -1.6
C -6.959 0.045 8.059 0.2 0.5 -0.1
C -6.327 1.286 8.106 -0.9 0.0 0.2
C -6.170 1.910 9.325 -0.5 -0.7 1.0
C -6.576 1.235 10.518 1.3 1.4 -1.2
H -7.263 -0.644 11.331 -0.1 0.2 0.3
H -7.881 -1.526 9.105 0.2 -0.3 0.4
H -7.211 -0.294 7.065 -0.1 -0.5 0.1
H -6.230 1.851 7.191 0.5 -0.1 -0.1
H -5.806 2.926 9.344 0.0 0.1 0.3
H -6.470 1.796 11.435 0.0 -0.3 0.3
C -3.455 0.477 -0.805 -1.7 -0.4 0.7
C -3.883 -0.193 0.339 0.8 1.0 0.2
C -3.192 -1.298 0.701 0.1 -3.0 0.2
C -2.329 -2.003 -0.179 -0.5 1.3 0.8
C -2.084 -1.405 -1.384 0.9 0.4 -1.0
C -2.638 -0.172 -1.698 -0.4 1.6 0.2
H -3.919 1.445 -0.928 0.3 0.2 -0.8
H -4.617 0.217 1.016 0.0 0.2 0.0
H -3.439 -1.791 1.629 0.0 0.0 0.3
H -1.843 -2.925 0.104 0.0 0.0 0.1
H -1.326 -1.759 -2.067 -0.1 -0.6 -0.1
H -2.488 0.444 -2.572 0.7 -0.7 -0.5
C 8.005 1.411 0.397 -1.0 -0.3 -0.2
C 8.917 1.265 -0.611 0.6 -0.6 -0.5
C 8.518 0.905 -1.917 -0.5 1.0 0.8
C 7.167 0.751 -2.171 -0.2 -0.9 1.2
C 6.203 0.762 -1.103 1.8 0.8 -1.8
C 6.647 1.183 0.143 -0.4 -0.5 0.1
H 8.310 1.606 1.415 0.1 0.2 0.0
H 9.951 1.318 -0.303 0.3 0.2 -0.5
H 9.193 0.865 -2.759 0.3 -0.2 0.2
H 6.928 0.435 -3.176 -0.5 0.1 0.0
H 5.203 0.524 -1.434 -0.3 0.1 0.7
H 5.969 1.242 0.982 -0.2 0.0 0.0
C 0.641 -11.658 6.533 0.2 -0.1 -1.1
C 0.194 -10.421 6.225 -0.9 2.4 -1.1
C 0.977 -9.506 5.492 1.9 -0.2 -0.3
C 2.259 -9.869 5.019 -1.7 0.4 0.8
C 2.670 -11.159 5.293 1.6 1.7 -2.0
C 1.862 -11.979 5.944 -0.7 -3.4 3.0
H -0.041 -12.326 7.038 0.4 -0.4 0.1
H -0.841 -10.152 6.372 -0.1 0.2 0.6
H 0.768 -8.464 5.301 -1.0 -0.1 0.1
H 2.859 -9.160 4.467 0.1 0.0 0.0
H 3.612 -11.503 4.894 0.1 -0.2 0.1
H 2.262 -12.949 6.200 0.0 -0.4 -0.2
```
Forces are in eV/Å.

Atomic partial charges in e from the Löwdin method, atoms 1 to 2: number 1, C, carries -0.068; number 2, C, carries -0.445